Entry 1:
{
  "formula": "C5H10N3",
  "method": "the ωB97M-V functional and the def2-TZVPD basis",
  "elements": ["C", "C", "C", "C", "C", "N", "N", "N", "H", "H", "H", "H", "H", "H", "H", "H", "H", "H"],
  "xyz": [[1.5173, -0.9960, 1.5119], [2.2096, -0.9816, 0.3709], [-0.2820, -0.2423, 2.9152], [-1.2878, 0.3011, -1.2842], [-1.4684, 0.8272, -2.6227], [0.3360, -0.3790, 1.7447], [2.8836, -0.6010, -0.5571], [-0.7098, 0.8269, -0.2429], [1.9300, -1.5335, 2.3605], [-1.0662, 0.5183, 2.9744], [-0.0130, -0.7660, 3.7619], [-1.4194, -0.7832, -1.2884], [-2.5895, 0.8900, -2.6476], [-1.1609, 0.0828, -3.3727], [-1.2669, 1.9304, -2.7511], [3.2086, -1.1568, -1.2336], [-0.3469, 0.3268, 0.7183], [-0.4744, 1.7359, -0.3575]],
  "lumo_ev": -3.7530,
  "charge": 1
}

Entry 2:
{
  "formula": "C5H10N3O",
  "method": "the ωB97M-V functional and the def2-TZVPD basis",
  "elements": ["C", "C", "C", "C", "C", "N", "N", "N", "O", "H", "H", "H", "H", "H", "H", "H", "H", "H", "H"],
  "xyz": [[0.0148, 2.2552, 0.6925], [0.4569, 1.8852, 1.7418], [-1.1074, -1.6469, -0.1122], [-0.4928, -0.3319, -2.3165], [-0.5890, -0.3643, -0.7795], [1.6440, -0.5792, 0.1135], [0.7296, 0.0242, -0.2331], [1.1000, 1.3097, 2.6858], [2.7101, -0.8811, 0.4534], [-0.5905, 2.5398, -0.1499], [-1.8667, -2.1062, -0.7254], [-1.2156, -1.5170, 0.9865], [-0.2476, -2.3275, -0.0581], [0.2487, -1.1123, -2.6701], [-0.2869, 0.7688, -2.6201], [-1.5322, -0.6912, -2.7675], [-1.2867, 0.3964, -0.5633], [1.8870, 1.7873, 3.2733], [0.4243, 0.5909, 3.0489]],
  "lumo_ev": [-5.6848, -5.6874],
  "charge": 1
}

Entry 3:
{
  "formula": "C5H10N3O",
  "method": "the ωB97M-V functional and the def2-TZVPD basis",
  "elements": ["H", "N", "C", "N", "N", "C", "O", "C", "C", "C", "H", "H", "H", "H", "H", "H", "H", "H", "H"],
  "xyz": [[-0.8270, -2.2070, 0.7294], [-1.2938, -1.3224, 0.5550], [-2.3178, -1.3390, -0.1257], [-2.8165, -0.0349, -0.5273], [-2.0339, 0.8864, -0.3856], [-0.7931, 1.0325, 0.0589], [-0.3828, 1.5060, 1.1396], [0.3405, 0.8958, -0.9579], [1.6963, 0.7089, -0.2803], [1.8838, -0.6733, 0.3510], [-3.1228, -2.1177, -0.4507], [-1.0889, 1.2854, 1.8534], [0.0817, -0.0041, -1.6420], [0.4107, 1.7390, -1.5894], [2.4394, 1.1958, -0.9809], [1.7798, 1.4192, 0.4526], [2.9925, -0.7535, 0.7107], [1.6519, -1.5391, -0.2166], [1.3998, -0.6780, 1.3057]],
  "smiles": "[H]/N=C/N=[N+]=C(O)CCC",
  "lumo_ev": -5.9504,
  "charge": 1
}

Entry 4:
{
  "formula": "C5H10N3O2S",
  "method": "the ωB97M-V functional and the def2-TZVPD basis",
  "elements": ["C", "N", "C", "S", "O", "O", "N", "C", "C", "N", "C", "H", "H", "H", "H", "H", "H", "H", "H", "H", "H"],
  "xyz": [[-1.5466, 2.0420, 1.4319], [-0.6861, 0.8928, 1.0640], [-0.3481, 0.1156, 2.1757], [0.5164, 1.1297, -0.0257], [0.0495, 2.1209, -1.0390], [1.8223, 0.9532, 0.4055], [0.4163, -0.4981, -0.9659], [0.8818, -1.6725, -0.5337], [1.0520, -2.4560, -1.6307], [0.6516, -1.6561, -2.7136], [0.0983, -0.5740, -2.2548], [-1.2443, 2.6812, 0.6415], [-2.5056, 1.8485, 1.5975], [-1.1148, 2.4782, 2.3078], [0.4914, -0.6375, 1.9818], [-0.3413, 0.6934, 3.0441], [-1.1414, -0.6294, 2.2684], [1.2670, -1.6032, 0.4916], [1.1511, -3.5005, -1.6678], [0.6765, -2.0476, -3.7134], [-0.1458, 0.3195, -2.8652]],
  "smiles": "CN(C)S(=O)(=O)[n+]1cc[nH]c1",
  "lumo_ev": -3.2316,
  "charge": 1
}

Entry 5:
{
  "formula": "C5H10N4",
  "method": "the ωB97M-V functional and the def2-TZVPD basis",
  "elements": ["H", "N", "C", "N", "C", "N", "H", "C", "N", "C", "C", "H", "H", "H", "H", "H", "H", "H", "H"],
  "xyz": [[3.2894, 0.2199, 0.1574], [2.4823, -0.2696, 0.5367], [1.4281, -0.1794, -0.1714], [1.3299, 0.4229, -1.3988], [0.2775, -1.1039, 0.1824], [0.4214, -2.2849, 0.6098], [1.3951, -2.5167, 0.8020], [-1.0675, -0.5568, -0.0386], [-1.9721, -1.4537, -0.5805], [-1.3088, 0.7659, 0.0969], [-0.5739, 1.7670, 0.9297], [0.4183, 0.5147, -1.8148], [2.0354, 1.0887, -1.6692], [-2.9452, -1.2270, -0.4389], [-1.7301, -2.4150, -0.3850], [-2.2753, 1.1195, -0.2492], [0.3144, 1.3385, 1.3850], [-0.2947, 2.6315, 0.3227], [-1.2242, 2.1382, 1.7236]],
  "smiles": "[H]/N=C(N)/C(=N\\[H])C(/N)=C\\C",
  "lumo_ev": 0.6432,
  "charge": 0
}

Entry 6:
{
  "formula": "C5H10N4",
  "method": "the ωB97M-V functional and the def2-TZVPD basis",
  "elements": ["H", "N", "C", "N", "N", "C", "C", "N", "C", "C", "H", "H", "H", "H", "H", "H", "H", "H", "H"],
  "xyz": [[-2.3866, 1.4357, 2.1330], [-1.6940, 1.0561, 1.5973], [-0.7373, 1.8667, 1.6172], [0.4642, 1.5506, 1.1516], [0.1478, 0.7186, -0.0704], [1.2303, -0.3698, 0.0477], [1.3957, -0.9834, -1.3505], [0.0229, -0.8785, -2.0109], [-0.9606, -1.1853, -0.8982], [-0.1077, -0.6760, 0.4476], [-0.7870, 3.0302, 2.0778], [0.9076, 2.6209, 1.1184], [2.0365, -0.1663, 0.7280], [2.1970, -0.5022, -2.0694], [1.9861, -1.9255, -1.4156], [-0.0345, -2.0686, -2.3452], [-1.2643, -2.2806, -1.0323], [-1.8233, -0.5632, -1.1600], [-0.5928, -0.6796, 1.4339]],
  "smiles": "[H]/N=C/NN1[C@@H]2CNC[C@@H]21",
  "lumo_ev": 0.8605,
  "charge": 0
}

Entry 7:
{
  "formula": "C5H10N4O",
  "method": "the ωB97M-V functional and the def2-TZVPD basis",
  "elements": ["C", "N", "N", "N", "N", "H", "H", "C", "C", "C", "C", "O", "H", "H", "H", "H", "H", "H", "H", "H"],
  "xyz": [[2.6291, -0.9703, 0.6800], [2.7300, -1.0191, -0.6199], [2.5794, 0.2686, -1.0074], [2.3522, 1.0483, -0.0182], [2.4250, 0.2976, 1.0754], [2.5454, -1.8467, 1.3264], [2.1826, 0.7219, 1.9123], [-0.7669, 1.4067, 0.8015], [-0.6868, 0.0212, 0.3145], [-1.0671, -1.1130, 1.2360], [-0.3151, -0.2598, -0.9205], [-0.0023, -1.5767, -1.3327], [-0.2686, 2.0661, 0.0820], [-0.2697, 1.4484, 1.7780], [-1.8227, 1.7464, 0.9482], [-2.0820, -1.0806, 1.2121], [-0.6708, -0.9903, 2.2609], [-0.6605, -1.9704, 0.6159], [0.1745, 0.3212, -1.6018], [0.3179, -1.5477, -2.2752]],
  "smiles": "c1nnn[nH]1.CC(C)=CO",
  "lumo_ev": 0.6891,
  "charge": 0
}

Entry 8:
{
  "formula": "C5H10N4O2S",
  "method": "the ωB97M-V functional and the def2-TZVPD basis",
  "elements": ["C", "C", "C", "C", "C", "N", "N", "N", "N", "O", "O", "S", "H", "H", "H", "H", "H", "H", "H", "H", "H", "H"],
  "xyz": [[-0.1778, -0.8136, 1.1839], [0.8785, 1.1457, 0.0858], [-0.4455, 0.5651, 0.7398], [-1.0279, 1.4845, 1.8086], [-0.0293, -0.8781, -3.0763], [0.6384, -1.6120, 0.6293], [0.8951, 2.3946, -0.0516], [0.2710, -0.5065, -1.6861], [-0.7912, -1.3018, 2.2706], [2.2766, -1.9927, -1.1784], [1.9147, 0.3669, -0.1553], [1.3206, -1.0844, -0.7565], [-0.9976, 0.4769, -0.3328], [-0.2417, 1.9123, 2.5590], [-1.7008, 0.9863, 2.3393], [-1.4307, 2.2911, 1.3349], [-1.0235, -1.5904, -2.9731], [-0.3393, 0.0363, -3.7492], [0.8029, -1.4107, -3.4269], [1.7809, 2.7557, -0.4080], [-1.7320, -0.9434, 2.4759], [-0.8414, -2.2816, 2.3672]],
  "lumo_ev": 0.4701,
  "charge": 0
}

In order of appearance, molecular weight = 112.2 128.2 128.2 176.2 126.2 126.2 142.2 190.2 g mol⁻¹.
In order of appearance, maximum force = 4.68 4.26 4.88 6.32 1.64 6.91 3.86 5.09 eV/Å.